Molecular formula: C4H9NO2
Method: DFT, the ωB97M-V functional and the def2-TZVPD basis

Each line ends with the natural charge from an NBO analysis.
Geometry (Å):
C 0.7148 0.1273 2.0821  -0.64
C -0.1593 -0.0881 0.8392  -0.59
C -0.4343 1.1523 0.0248  -0.10
O -0.6606 0.6504 -1.3337  -0.52
C -0.0098 -0.5210 -1.4100  0.89
O 1.3301 -0.6568 -1.3032  -0.74
N -0.5737 -1.3818 -2.2635  -0.77
H 0.2440 0.7231 2.8911  0.19
H 0.9904 -0.8288 2.5473  0.21
H 1.6606 0.6453 1.8502  0.19
H 1.3075 -0.5357 -0.3157  0.52
H -1.0874 -0.5970 1.1178  0.19
H -1.3425 1.7250 0.2357  0.18
H 0.4266 1.8430 0.0213  0.17
H -0.0832 -2.2174 -2.5377  0.41
H -1.5319 -1.2687 -2.5463  0.41

Its LUMO energy is 0.85 eV. The value obtained for the highest occupied orbital energy is -7.068 eV. As for the total energy: -9876.11740 eV. For the relative energy (zero: lowest compared OMol25 entry of this formula, charge and spin), the calculation gives 380.5 kJ/mol. Its multiplicity is 1.

Molecular formula: C4H9NO2
Method: DFT, the ωB97M-V functional and the def2-TZVPD basis

Each line ends with the natural charge from an NBO analysis.
Geometry (Å):
C -1.3440 -1.0393 0.6923  -0.38
C -0.1571 -1.5695 0.3875  -0.27
C 1.1659 -1.0774 0.9444  0.63
N 1.2180 0.2573 1.2626  -0.83
O 2.0981 -1.8407 1.1208  -0.59
H -2.2984 -1.4134 0.3155  0.21
H -1.3968 -0.1666 1.3307  0.20
H -0.1038 -2.4180 -0.2930  0.22
H 2.1379 0.5943 1.5255  0.40
H 0.6708 0.9163 0.7233  0.41
H 2.2231 1.3468 -1.2314  -0.02
H 1.5745 1.7140 -1.3010  0.01
C -1.4348 1.1390 -1.3158  0.29
O -0.6137 1.8694 -0.8173  -0.53
H -1.1762 0.2573 -1.9216  0.13
H -2.5145 1.3737 -1.2131  0.12

Its LUMO energy is 0.13 eV. The value obtained for the highest occupied orbital energy is -9.857 eV. As for the total energy: -9877.04942 eV. For the relative energy (zero: lowest compared OMol25 entry of this formula, charge and spin), the calculation gives 290.5 kJ/mol. Its multiplicity is 1.

Molecular formula: C4H9NO2
Method: DFT, the ωB97M-V functional and the def2-TZVPD basis

Each line ends with the natural charge from an NBO analysis.
Geometry (Å):
C 1.3747 1.5621 -1.2033  -0.62
C 0.1467 0.7699 -1.6447  -0.22
N -0.0318 -0.4607 -0.8928  -0.63
C -0.5721 -0.4209 0.3580  0.88
O -1.1245 0.5386 0.8569  -0.66
O -0.4315 -1.6188 0.9698  -0.52
C -0.9410 -1.6597 2.2995  -0.26
H 1.2515 1.8889 -0.1658  0.22
H 2.2777 0.9462 -1.2753  0.20
H 1.5266 2.4428 -1.8345  0.21
H -0.7646 1.3589 -1.5091  0.22
H 0.2148 0.5049 -2.7051  0.19
H 0.6011 -1.2253 -1.0737  0.40
H -0.8716 -2.7029 2.6105  0.19
H -0.3387 -1.0261 2.9570  0.19
H -1.9776 -1.3164 2.3291  0.20

Its LUMO energy is 0.93 eV. The value obtained for the highest occupied orbital energy is -9.755 eV. As for the total energy: -9879.63710 eV. For the relative energy (zero: lowest compared OMol25 entry of this formula, charge and spin), the calculation gives 40.9 kJ/mol. Its multiplicity is 1.